# 1
21
Properties=species:S:1:pos:R:3:forces:R:3:mulliken_charge:R:1 method="wB97M-V/def2-TZVPD" e_homo_ev=-9.0 total_energy_ha=-838.481091 e_lumo_ev=0.58 e_above_lowest_kj_mol=375.3 max_force_ev_per_a=4.3
C 3.64064 2.20650 -0.20163 1.06 0.06 1.39 -0.51
C 3.03879 2.50727 -1.17973 -1.11 -0.02 -2.11 -0.24
C -0.53740 -0.52859 0.88643 -0.19 -0.58 -2.27 0.31
C -2.22108 0.69657 -0.52383 -1.77 -2.04 0.10 -1.34
C -1.59070 -1.77631 -1.01975 -0.56 3.18 -2.80 -1.34
C -1.78282 -0.74237 0.02062 -1.91 2.86 2.10 0.50
N 0.57844 -0.71433 0.28149 0.47 0.22 0.01 -0.31
O -0.76900 -0.14625 2.12573 1.83 -0.52 1.51 -0.47
O 2.08286 -0.72360 2.33543 -0.04 -0.10 0.70 -0.68
S 1.98198 -0.17434 0.96784 1.50 -1.11 -1.17 0.31
H 4.21551 2.02483 0.69527 -0.38 0.08 -0.52 0.42
H 0.08846 -0.32545 2.66183 -1.40 0.59 -0.92 0.44
H 2.48823 2.61444 -2.12323 0.59 0.09 1.11 0.35
H -3.25783 0.62365 -0.99612 1.15 -0.07 0.83 0.31
H -1.60066 0.94469 -1.34974 0.93 0.68 -0.39 0.36
H -2.27579 1.41289 0.29270 0.27 0.21 -0.24 0.39
H -1.46103 -2.59587 -0.46567 0.92 -3.88 1.25 0.37
H -0.68845 -1.39317 -1.50582 0.08 -0.96 -0.35 0.33
H -2.38579 -1.90841 -1.80854 0.54 0.35 1.17 0.34
H -2.52952 -0.98855 0.80490 -0.02 -0.21 -0.68 0.30
H 2.98517 -1.01360 0.10182 -1.94 1.16 1.28 0.17


# 2
21
Properties=species:S:1:pos:R:3:forces:R:3:mulliken_charge:R:1 method="wB97M-V/def2-TZVPD" e_homo_ev=-8.3 total_energy_ha=-515.544911 smiles="C=C(C)[C@@H](C)N(O)C(=O)O" e_lumo_ev=0.48 e_above_lowest_kj_mol=539.1 max_force_ev_per_a=6.6
C -0.01198 0.37982 -0.51951 -5.50 -1.85 1.12 -0.01
C -0.31828 1.85053 -0.55101 0.02 -0.13 -0.05 -1.43
C -1.41899 -1.99322 -0.60123 -0.20 0.04 -0.14 -1.32
N 0.84113 -0.12032 0.42747 6.25 -1.29 -1.59 -0.05
C 2.47390 0.19785 -0.32820 -0.10 0.53 1.52 0.55
C -1.41753 -0.66430 0.06242 1.89 2.28 -1.79 0.79
C -2.26433 -0.19535 0.95290 -0.25 0.05 0.05 -0.99
O 0.71417 0.43430 1.68516 0.40 0.89 0.00 -0.39
O 3.38493 0.03573 0.68135 -0.87 -0.20 -0.43 -0.47
O 2.82117 0.45685 -1.45486 -1.56 -0.71 1.36 -0.49
H 1.40458 -0.00259 2.20457 -0.25 -0.13 -0.09 0.36
H 4.27675 0.06232 0.28984 -0.30 0.11 0.00 0.36
H 0.20049 -0.06648 -1.48744 0.25 0.11 0.10 0.52
H -1.26072 2.01038 -1.07253 0.13 0.15 -0.14 0.36
H 0.50661 2.35066 -1.05883 -0.08 0.23 -0.08 0.40
H -0.41063 2.26077 0.45065 0.00 -0.02 0.08 0.30
H -2.25655 -2.60417 -0.25634 0.09 -0.02 0.02 0.39
H -0.48387 -2.52023 -0.40334 0.00 0.00 0.07 0.30
H -1.49777 -1.88384 -1.68487 -0.02 -0.02 -0.04 0.28
H -2.11039 0.74624 1.46070 -0.07 0.19 -0.19 0.24
H -3.17268 -0.73495 1.20310 0.18 -0.22 0.24 0.32


# 3
22
Properties=species:S:1:pos:R:3:forces:R:3:mulliken_charge:R:1 method="wB97M-V/def2-TZVPD" e_homo_ev="-8.1 / -8.3" total_energy_ha=-913.441066 e_lumo_ev="-0.66 / -0.20" e_above_lowest_kj_mol=1219.3 max_force_ev_per_a=4.3
C -0.34258 2.67228 -0.88519 -0.02 -2.34 3.00 -0.70
C -1.09291 1.78164 -1.39816 -0.18 -1.09 1.60 -0.30
C -1.77580 -0.09608 0.29391 0.69 0.70 -0.32 -0.55
C 2.02659 -1.21018 -0.23619 0.05 0.19 -2.83 -1.28
C -1.24942 0.45695 1.53187 2.14 2.45 -0.03 0.09
C 0.99762 -0.77056 -1.27592 -0.51 -4.23 0.30 -0.35
N -0.36678 -0.46293 2.37354 -0.86 0.79 0.31 0.99
O 0.16714 -0.00358 3.35702 -0.01 -0.26 -0.15 -0.58
O -0.28412 -1.59868 1.96987 0.65 -0.73 0.67 -0.56
O -1.58559 -1.35953 -1.81835 0.75 -0.22 -0.95 -0.66
S -0.77167 -1.08816 -0.64224 -1.29 -1.16 -0.12 0.59
H 0.02912 3.54890 -1.20739 0.98 2.97 -1.83 0.36
H 0.04640 2.53052 0.18280 -0.51 -0.09 -0.83 0.13
H -1.69707 1.15572 -1.96042 -0.85 -0.39 -1.29 0.66
H 2.15986 -0.43513 0.41269 0.46 1.58 2.45 0.34
H 1.69469 -2.11777 0.13797 -0.69 -1.49 1.53 0.38
H 2.99531 -1.47837 -0.65558 0.03 0.40 -0.47 0.39
H -0.40628 1.23780 1.20964 -1.66 -0.88 1.07 -0.19
H -1.97172 0.96843 2.22767 0.77 -0.68 -0.73 0.27
H 1.01662 -1.60025 -2.05425 -0.27 1.47 0.38 0.31
H 1.03395 0.19838 -1.65696 0.06 1.47 -0.63 0.43
H -0.62336 -2.32940 0.09367 0.26 1.54 -1.12 0.22


# 4
22
Properties=species:S:1:pos:R:3:forces:R:3:mulliken_charge:R:1 method="wB97M-V/def2-TZVPD" e_homo_ev=-9.0 total_energy_ha=-913.720289 smiles="CS(=O)(=O)C1=CCC=[N+]1[O-].C" e_lumo_ev=-0.12 e_above_lowest_kj_mol=486.2 max_force_ev_per_a=3.9
C 1.51999 1.33686 -0.58737 -1.48 -1.74 -2.25 -0.64
C 2.12050 0.23654 -1.50946 -0.07 1.02 -0.17 -0.46
C 0.98822 -0.71637 -1.56824 0.65 -0.47 -0.43 -0.40
C -0.07074 -0.24763 -0.97948 -2.26 -0.16 0.20 -0.12
C 1.05524 0.09961 3.01436 -3.41 -0.94 -0.35 -0.80
C -2.91266 -0.04937 -0.38476 0.82 0.41 -0.78 -0.91
N 0.18315 1.07035 -0.51220 3.34 -0.04 1.96 0.73
O -0.62635 1.71851 0.16398 -1.35 0.90 -0.02 -0.71
O -1.25843 -2.09303 0.45013 -0.66 0.78 -0.41 -0.59
O -1.93250 -1.92883 -1.93857 0.31 0.55 0.75 -0.62
S -1.60726 -1.26860 -0.68807 0.98 0.52 -0.42 1.20
H 1.81521 2.36183 -0.53761 0.26 0.31 0.45 0.38
H 2.22172 0.69103 -2.53404 0.17 -0.34 0.73 0.26
H 3.08880 -0.27199 -1.27745 -0.78 0.71 0.19 0.35
H 0.95622 -1.68239 -1.97923 0.48 -1.09 -0.60 0.48
H 1.83415 -0.60159 3.21706 0.38 -0.30 0.73 0.28
H 0.16097 -0.48114 2.57707 1.53 0.51 0.10 0.12
H 0.48460 0.56559 3.85058 1.37 -0.04 -0.19 0.30
H 1.38282 0.78599 2.26711 0.11 0.77 -0.34 0.12
H -2.67421 0.59382 0.47757 0.05 -0.42 -0.46 0.33
H -2.97051 0.58397 -1.35074 -0.18 -1.23 1.64 0.33
H -3.75893 -0.70317 -0.17063 -0.26 0.29 -0.33 0.39


# 5
22
Properties=species:S:1:pos:R:3:forces:R:3:lowdin_spin:R:1 method="wB97M-V/def2-TZVPD" e_homo_ev="-5.0 / -9.2" total_energy_ha=-913.616926 spin_multiplicity=3 e_lumo_ev="0.58 / -3.13" e_above_lowest_kj_mol=271.2 max_force_ev_per_a=7.7
C 0.72803 1.36103 -1.59587 -0.36 -2.35 7.37 0.57
C 0.00811 -0.74584 1.34464 2.36 -0.26 1.21 0.01
C -1.43615 -0.82238 1.30134 0.37 -0.86 -4.55 0.00
C -1.23201 0.02925 -1.17697 0.95 -2.73 0.60 0.04
C 0.27464 0.10646 -0.90301 -0.72 -0.48 -1.79 0.15
C 2.10059 0.20749 0.57502 -1.81 0.31 0.24 0.01
N 0.62311 0.29396 0.48901 0.22 -1.85 0.15 0.02
O 0.72372 2.33969 -0.71416 -0.39 4.05 2.39 0.21
O 0.95273 1.49076 -2.77690 1.05 0.82 -7.04 0.92
O -3.25532 -1.56617 -0.67119 -1.99 -0.33 -0.20 0.02
S -1.82361 -1.55358 -0.44586 1.30 1.03 1.29 0.02
H 0.16671 -0.48604 2.40325 0.76 0.25 -0.29 0.00
H 0.42496 -1.79824 1.26816 0.09 1.07 -0.46 0.00
H -1.64700 -1.49476 2.03897 -1.83 -1.37 1.94 0.00
H -1.79259 0.14579 1.19630 -1.58 1.59 0.81 0.00
H -1.91554 0.76128 -0.88738 -0.59 1.64 1.37 0.00
H -1.45465 -0.02133 -2.20752 0.31 -0.54 -1.47 0.00
H 0.79717 -0.78568 -1.36734 -0.61 0.56 0.48 0.01
H 2.45629 -0.67892 0.14385 0.53 -1.45 -0.91 0.00
H 2.56373 1.04791 0.13178 0.42 0.87 -0.31 0.01
H 2.26277 0.13401 1.59762 0.93 0.19 1.96 0.00
H 0.47432 2.03532 0.25626 0.55 -0.18 -2.79 0.01


# 6
26
Properties=species:S:1:pos:R:3:forces:R:3:mulliken_charge:R:1 method="wB97M-V/def2-TZVPD" e_homo_ev="-9.9 / -7.9" total_energy_ha=-891.493944 e_lumo_ev="-1.28 / -3.29" e_above_lowest_kj_mol=701.5 max_force_ev_per_a=3.2
N -0.99669 -0.68700 0.50554 -1.78 0.14 -2.02 0.98
O -0.74858 -1.71670 -0.05013 -0.30 1.79 0.68 -0.47
O -1.64187 0.29314 0.24539 0.99 -1.39 -0.12 -0.45
C 0.77938 2.60014 4.49576 -0.03 0.23 0.12 -1.60
C -0.44520 1.73437 4.78036 0.35 0.74 0.93 1.48
C -0.69915 1.63066 6.37576 0.13 -0.10 0.77 -0.46
O 0.00825 2.08306 7.23020 -0.30 -0.31 -1.07 -0.46
C -0.15248 0.25534 4.29625 -0.71 -1.63 0.05 0.25
C -0.02972 0.23643 2.81956 0.86 0.63 -1.33 -0.59
O -0.33351 -0.73098 2.04988 1.09 -0.64 2.91 -0.37
C -1.22932 -0.76888 4.71465 0.37 0.65 0.95 -0.57
O -0.75502 -2.07053 4.45472 -1.36 -0.61 -1.12 -0.28
O -1.84930 -2.71820 3.70326 1.26 0.00 0.07 -0.38
O -1.60656 2.23205 4.42396 -0.30 -0.13 -0.40 -0.82
O -0.95591 2.65993 1.86561 -0.80 0.02 0.30 -0.64
H 1.70431 2.10318 4.81091 -0.15 0.19 -0.06 0.38
H 0.81546 2.84384 3.43159 0.11 -0.04 0.13 0.41
H 0.67004 3.54077 5.04603 0.11 -0.19 -0.10 0.39
H -1.69688 1.19050 6.60013 0.30 0.15 -0.17 0.41
H 0.82037 -0.02247 4.75777 -0.43 0.24 -0.34 0.38
H -1.58965 2.27737 1.23771 0.25 0.23 0.30 0.29
H 0.30816 1.15617 2.33867 0.25 -0.28 0.01 0.65
H -1.37180 -0.74631 5.80483 -0.21 0.33 -0.27 0.34
H -2.17490 -0.51727 4.21075 0.34 -0.44 0.17 0.39
H -1.37629 -2.89595 2.86491 -0.26 0.10 0.38 0.34
H -1.38831 2.60600 2.76912 0.22 0.31 -0.78 0.42


# 7
19
Properties=species:S:1:pos:R:3:forces:R:3:mulliken_charge:R:1 method="wB97M-V/def2-TZVPD" e_homo_ev=-8.5 total_energy_ha=-688.055701 smiles=C[C@H]1[C@@H]2NC[C@H](S)[C@H]12 e_lumo_ev=0.89 e_above_lowest_kj_mol=245.6 max_force_ev_per_a=3.7
C 0.84980 -0.65937 -2.34065 0.12 1.95 -0.41 -1.39
C 0.18493 -0.20615 -1.06649 0.97 -0.87 2.40 0.08
C 0.28783 -1.08015 0.22031 2.84 1.27 -2.05 -0.54
C -1.16689 0.08176 1.60371 -0.95 1.31 -3.32 -0.72
C 0.11250 0.98525 1.31133 0.35 -1.85 0.40 -0.06
C 0.90764 0.38546 0.17786 0.66 -1.75 -0.88 -0.17
H 1.03932 0.33890 -2.92055 -0.19 -2.18 0.39 0.30
H 1.79092 -1.14625 -2.11648 0.35 0.07 -0.08 0.31
H 0.22633 -1.40575 -2.88202 0.29 0.83 0.17 0.32
H -0.74644 0.25724 -1.20426 -1.47 0.33 -0.25 0.44
H 1.04677 -1.84743 0.29157 -0.12 -0.40 -0.64 0.42
H -1.54365 -1.82817 0.61564 1.34 1.59 1.34 0.30
H -1.38692 0.17609 2.59626 -0.12 -0.54 3.02 0.39
H -2.22298 0.50260 1.20776 2.49 -0.66 -0.17 0.24
H 0.89423 0.77749 2.15265 -1.79 1.18 -0.83 0.36
H -1.27099 2.48151 0.10042 0.70 -0.13 0.54 0.11
H 2.04052 0.77530 0.12877 -2.55 -1.57 0.15 0.26
N -0.78180 -1.24563 1.10797 -2.10 -0.72 0.12 -0.42
S -0.26111 2.65729 1.01620 -0.82 2.13 0.08 -0.23


# 8
19
Properties=species:S:1:pos:R:3:forces:R:3:mulliken_charge:R:1 method="wB97M-V/def2-TZVPD" e_homo_ev="-9.6 / -9.6" total_energy_ha=-688.003593 e_lumo_ev="-1.46 / -1.46" e_above_lowest_kj_mol=382.4 max_force_ev_per_a=3.9
C 2.00809 -1.72923 -0.96653 -1.63 0.39 0.89 0.00
C -1.58045 0.77807 0.68329 0.90 0.92 -2.13 -1.58
C -0.39999 0.60106 -1.46661 -0.90 1.28 -0.02 -1.70
C 1.02506 1.01230 0.56145 1.43 -1.48 -0.58 -1.37
C -0.21113 -1.23782 0.13352 1.97 -0.55 1.13 -0.40
C -0.24434 0.29826 0.03867 0.16 -0.87 -1.03 1.50
N 2.97575 -2.23181 -1.35502 0.07 0.05 -0.05 -0.51
S -0.26080 -2.17056 1.59614 0.01 -0.04 -0.89 -0.08
H -1.82956 0.27907 1.51823 -0.33 -1.76 3.47 0.52
H -2.29312 0.35543 -0.00621 -0.90 0.83 -0.34 0.43
H -1.68940 1.86131 0.93812 0.29 -0.80 -0.95 0.35
H 0.36655 0.20170 -2.10252 0.73 -0.21 0.05 0.43
H -0.39188 1.73102 -1.56525 -0.25 -1.28 -0.15 0.38
H -1.35616 0.17070 -1.84316 0.48 0.57 0.22 0.44
H 0.62773 1.89391 1.05433 0.83 0.40 -0.03 0.38
H 1.73577 0.40011 1.21288 -1.45 0.70 -0.35 0.30
H 1.71543 1.15633 -0.33815 -1.09 0.45 1.21 0.34
H -0.49596 -1.96853 -0.62369 -0.36 0.80 -0.35 0.38
H 0.29842 -1.40132 2.53051 0.04 0.61 -0.09 0.17


# 9
18
Properties=species:S:1:pos:R:3:forces:R:3:mulliken_charge:R:1 method="wB97M-V/def2-TZVPD" e_homo_ev=-2.1 total_energy_ha=-310.402644 smiles="C=C(C)CCC[O-]" e_lumo_ev=3.48 e_above_lowest_kj_mol=37.1 charge=-1 max_force_ev_per_a=1.9
C -2.04156 0.17973 -1.07531 -0.86 -1.50 -0.78 -0.50
O -3.15363 0.82597 -0.74009 -0.02 0.04 0.24 -0.87
C -0.97243 0.09065 0.01408 0.75 1.36 -0.03 -0.34
C 0.41372 -0.33718 -0.49443 -0.15 0.58 1.11 -0.50
C 1.49147 -0.29308 0.57141 0.31 -0.11 -1.34 0.81
C 1.34763 -0.77408 1.77719 -0.41 0.08 1.12 -1.03
C 2.83904 0.23859 0.16827 -0.41 0.59 -0.63 -1.43
H -1.62945 0.50356 -2.07269 0.67 0.44 0.33 0.18
H -2.17588 -0.94289 -1.35862 -0.27 0.22 0.24 0.10
H -1.31253 -0.47981 0.87890 -0.16 -0.25 -0.17 0.18
H -0.85740 1.12699 0.37531 -0.02 -0.14 0.15 0.22
H 0.70808 0.45066 -1.19256 -0.08 -0.63 -0.72 0.32
H 0.35282 -1.35690 -0.88210 0.20 0.20 -0.61 0.31
H 2.13906 -0.58242 2.48492 0.06 -0.45 0.38 0.26
H 0.39967 -1.18445 2.09099 0.02 -0.06 0.28 0.29
H 3.17623 -0.23669 -0.75690 0.18 -0.35 0.19 0.30
H 3.55247 0.13066 0.97501 0.32 -0.08 -0.01 0.38
H 2.79326 1.29370 -0.12966 -0.15 0.06 0.26 0.31


# 10
18
Properties=species:S:1:pos:R:3:forces:R:3:mulliken_charge:R:1 method="wB97M-V/def2-TZVPD" e_homo_ev=-14.6 total_energy_ha=-310.097022 e_lumo_ev=-6.45 e_above_lowest_kj_mol=126.0 charge=+1 max_force_ev_per_a=5.2
C 0.69959 1.79103 1.76768 0.10 -0.37 -1.94 0.12
C 1.38961 1.73367 0.35087 0.07 1.89 1.14 -0.77
C 0.52945 1.04890 -0.67269 -2.08 -0.85 1.05 -0.59
C -1.05828 -1.14484 -0.87800 1.25 0.58 -0.25 -0.47
C 0.04358 -0.27952 -0.26456 -1.00 -0.49 0.33 -0.06
C -1.18689 -2.54867 -0.30483 3.31 2.45 3.11 -1.14
O -0.07783 0.94983 2.11231 -0.41 -0.46 -0.09 -0.43
H 0.91358 2.66087 2.37021 0.35 0.39 0.52 0.41
H 1.52838 2.81754 0.08434 0.19 -1.10 -0.01 0.38
H 2.37768 1.29338 0.54939 -0.17 0.04 -0.42 0.32
H -0.36596 1.64506 -0.96684 0.11 -0.11 0.49 0.40
H 0.85411 0.93363 -1.67949 1.24 -0.20 -1.12 0.48
H -0.86498 -1.17772 -1.95645 0.16 0.21 -0.21 0.39
H -1.99606 -0.64608 -0.83407 -0.88 1.12 0.16 0.42
H 0.56446 -0.68030 0.62157 -0.16 -0.26 -0.59 0.54
H -0.14958 -2.89196 -0.46669 -0.76 -1.06 0.19 0.30
H -1.94420 -3.16875 -0.66491 -1.06 -0.76 -0.68 0.40
H -1.25663 -2.33608 0.83215 -0.27 -1.03 -1.67 0.29


# 11
18
Properties=species:S:1:pos:R:3:forces:R:3:mulliken_charge:R:1 method="wB97M-V/def2-TZVPD" e_homo_ev="-8.0 / -7.5" total_energy_ha=-576.381542 e_lumo_ev="0.06 / 0.26" e_above_lowest_kj_mol=357.3 max_force_ev_per_a=5.4
C 1.63576 0.66193 -0.94663 -0.47 -1.75 -1.76 -0.37
C 0.31473 0.56293 -1.20606 -1.20 0.56 -2.84 -0.26
C 1.87307 0.39214 0.52438 0.32 0.93 0.07 -0.37
C 0.36980 0.32074 1.12570 2.40 0.13 -0.10 -0.79
C -0.53711 0.28618 -0.07264 0.36 -1.78 0.27 0.13
C -1.27171 -2.06414 -0.41421 4.29 -0.01 3.27 -0.93
P -2.16213 0.97465 0.12513 -0.70 1.01 -2.32 -0.13
H 2.29575 0.47582 -1.88314 -0.49 0.99 2.14 0.27
H -0.14327 0.70064 -2.28046 1.00 -0.43 2.18 0.26
H 2.42746 -0.55902 0.65004 -0.25 0.47 0.10 0.26
H 2.51004 1.23449 0.95487 -0.85 -1.16 -0.18 0.28
H 0.34672 -0.62913 1.66260 -0.42 0.48 0.53 0.22
H 0.19683 1.23730 1.74705 -0.04 -1.04 -0.27 0.39
H -1.88750 -1.92627 -1.19060 -2.21 0.60 -2.87 0.43
H -1.79437 -2.35199 0.54243 0.92 0.32 -1.04 0.30
H -0.25455 -2.59377 -0.69685 -2.26 1.12 0.90 0.22
H -1.67982 2.35281 -0.12845 -0.57 -0.78 0.77 0.07
H -2.23970 0.92469 1.48684 0.17 0.32 1.14 0.03


# 12
18
Properties=species:S:1:pos:R:3:forces:R:3:mulliken_charge:R:1 method="wB97M-V/def2-TZVPD" e_homo_ev=-9.5 total_energy_ha=-235.624579 e_lumo_ev=0.88 e_above_lowest_kj_mol=508.4 max_force_ev_per_a=4.8
C -1.38244 0.22836 -1.08159 -2.83 0.81 -1.47 -0.78
C -0.14435 0.71290 -0.30273 0.17 1.48 0.09 0.45
C 1.11729 0.87867 -1.25712 -1.27 -0.64 0.43 -1.67
C 0.01356 -0.17163 0.92272 1.07 -2.01 -1.51 0.44
C 0.54254 -1.65400 0.65102 1.78 0.75 -0.86 -0.89
C -0.24053 0.16063 2.16400 -0.77 0.93 1.66 -0.97
H -1.58617 -1.06758 -0.92057 0.47 4.32 -0.87 0.20
H -1.21966 0.63600 -2.33947 -0.89 -1.72 3.86 0.23
H -2.52644 1.00368 -0.59001 3.46 -2.87 -1.63 0.21
H -0.29440 1.78740 0.08696 -0.14 -1.56 -0.55 0.28
H 1.94866 1.10382 -0.60951 0.51 0.40 -0.03 0.41
H 0.90682 1.68551 -1.99767 0.27 -0.57 0.65 0.42
H 1.36869 -0.05074 -1.79625 -0.25 0.40 0.06 0.40
H 1.30293 -1.46272 -0.43545 -2.47 -1.39 3.47 0.17
H -0.36574 -2.47558 0.49270 2.79 2.11 0.40 0.25
H 1.32228 -1.86821 1.60501 -2.36 0.00 -2.85 0.33
H -0.17488 -0.64073 2.93531 0.01 0.97 -0.42 0.28
H -0.58816 1.19422 2.47266 0.44 -1.40 -0.41 0.25